(1)
Formula: NO6S
Source: the Open Molecules 2025 dataset
Level of theory: ωB97M-V with the def2-TZVPD basis set

CARTESIAN COORDINATES (ANGSTROEM)
N -0.47038 0.75947 0.98428
O -0.27759 -0.24575 1.60177
O -0.59064 -1.66348 -0.71446
O -0.86844 1.79939 1.40241
O 1.69581 -0.93204 -0.27383
O 0.62509 -0.26057 -2.30690
O -0.22306 0.80146 -0.34769
S 0.41526 -0.72715 -0.96547

Cartesian forces (eV/Å) of the 2 atoms listed first:
N 0.209 -0.219 -0.399
O 0.019 -0.349 0.299

Computed properties:
**SMILES string**: O=[N+]([O-])OS(=O)(=O)[O-]
**Net charge**: -1
**LUMO level**: 4.05 eV

(2)
Formula: C4H8NOS
Source: the Open Molecules 2025 dataset
Level of theory: ωB97M-V with the def2-TZVPD basis set

CARTESIAN COORDINATES (ANGSTROEM)
C -0.72001 1.04510 -0.55461
C 0.14195 1.96383 0.50959
S 1.55487 1.06117 1.26601
C -1.25336 -0.33411 -0.09265
N -0.17503 -1.06289 0.41115
C 0.84978 -2.13503 -0.29097
O -2.46858 -0.82428 -0.25513
H 0.03050 0.93007 -1.33284
H -1.74947 1.56984 -0.81828
H -0.34472 2.34048 1.38097
H 0.42891 3.06692 0.18570
H 0.39279 -0.39843 1.05715
H 1.74096 -1.75383 -0.96699
H 1.27685 -2.71635 0.51124
H 0.29456 -2.75252 -1.01036

Cartesian forces (eV/Å) of the 2 atoms listed first:
C -2.840 2.555 1.798
C 0.401 0.762 -0.235

Computed properties:
**SMILES string**: CNC(=O)CC[S-]
**Net charge**: -1
**LUMO level**: 3.88 eV

Result set for energy relative to the best compared isomer or geometry (same formula, charge and spin): 0.115 3.151 eV, one per record in the order listed.
Result set for total energy: -24608.71859 -18649.05951 eV, one per record in the order listed.